[1]
87
Properties=species:S:1:pos:R:3:forces:R:3:lowdin_spin:R:1 method="wB97M-V/def2-TZVPD" spin_multiplicity=4 homo_ev="-7.4 / -8.6" e_lumo_ha="-0.0657 / -0.0443" s_squared=3.829 gap_ev="5.6 / 7.4" e_above_lowest_ev=0.0000
V 1.448 0.495 2.205 -0.9 1.6 1.6 2.2498
C 0.018 -1.341 3.190 0.5 -1.6 -1.2 0.0262
C 0.570 -1.703 1.983 -0.3 -0.3 1.7 0.0284
C 0.078 -1.371 0.603 0.1 -0.8 -0.4 0.0154
C 0.550 0.000 0.117 -0.8 -0.4 -0.7 0.0274
C -0.202 1.182 0.656 0.2 0.6 0.7 0.0450
C -0.932 1.218 1.814 0.4 0.8 -1.2 0.0061
C -1.863 0.176 2.305 -0.4 -1.2 1.0 0.0062
C -1.294 -0.703 3.448 -0.8 0.9 0.3 0.0087
C 2.529 2.179 1.702 0.3 -0.1 -0.1 -0.0268
H 0.480 -1.774 4.086 0.1 0.3 -0.3 0.0015
H 1.455 -2.362 2.023 -0.3 0.6 0.0 0.0038
H -1.009 -1.479 0.520 0.3 0.1 -0.1 0.0014
H 0.504 -2.123 -0.082 -0.1 0.3 0.4 0.0014
H 1.659 0.108 0.341 -0.1 0.0 -0.6 0.0130
H 0.543 0.050 -0.979 0.3 -0.1 0.3 0.0037
H -0.017 2.118 0.113 0.6 -0.3 0.9 0.0019
H -1.003 2.178 2.340 -0.3 -0.1 -0.6 0.0006
H -2.247 -0.456 1.495 0.2 0.3 0.2 0.0002
H -2.742 0.691 2.726 0.3 -0.1 -0.2 0.0007
H -1.213 -0.066 4.344 0.0 -0.2 -0.2 0.0006
H -2.039 -1.470 3.709 0.2 0.0 -0.1 0.0029
H 2.844 2.594 2.678 0.0 0.0 -0.5 0.0047
H 1.989 2.940 1.119 0.4 -0.1 0.1 0.0021
H 3.417 1.803 1.162 -0.1 0.5 0.1 0.0039
P -0.739 1.875 -2.378 -1.3 2.0 -3.0 0.0014
P -0.707 -1.869 -2.390 -1.3 -1.6 -2.4 0.0007
N -2.046 2.996 -2.097 -0.5 0.5 0.8 0.0000
N -0.182 2.792 -3.838 0.7 -0.4 0.1 0.0002
N -2.389 -2.300 -2.186 -0.7 -0.1 0.7 0.0001
N -0.345 -3.233 -3.504 0.8 -0.1 -0.4 0.0001
C -1.771 0.636 -3.289 0.1 -0.2 0.2 0.0002
C -0.959 -0.600 -3.715 0.0 0.1 -0.1 0.0002
C -1.845 4.118 -1.280 -1.1 -0.2 -0.6 0.0001
C -2.917 4.979 -1.438 0.5 -0.7 -0.2 0.0000
C -3.813 4.392 -2.394 1.2 -1.2 -0.1 0.0000
C -3.244 3.183 -2.798 -0.1 1.0 0.9 0.0000
C 1.140 3.218 -3.980 -0.5 -0.1 -0.8 0.0000
C 1.312 3.748 -5.249 -0.4 -0.3 0.5 0.0000
C 0.049 3.665 -5.924 -0.4 -0.5 1.4 0.0000
C -0.857 3.100 -5.024 1.1 0.0 -0.3 0.0000
C -2.843 -3.006 -1.060 -0.8 0.4 -0.6 0.0002
C -4.227 -3.002 -1.055 0.7 0.3 -0.2 0.0001
C -4.660 -2.228 -2.184 1.1 -0.2 -0.3 0.0000
C -3.522 -1.872 -2.890 -0.3 -0.1 0.8 0.0001
C -1.187 -4.015 -4.313 0.9 0.0 -0.3 0.0000
C -0.412 -4.701 -5.247 0.0 1.0 1.1 0.0000
C 0.956 -4.317 -5.023 -0.5 0.5 0.6 0.0000
C 0.967 -3.422 -3.966 -0.9 -0.5 -0.3 0.0000
H -2.215 1.080 -4.197 0.3 -0.1 0.5 0.0000
H -2.602 0.366 -2.620 0.3 0.1 -0.2 0.0000
H -1.441 -1.070 -4.586 0.3 0.0 0.3 0.0000
H 0.062 -0.316 -4.023 -0.3 0.0 -0.1 0.0000
H -0.967 4.165 -0.655 0.0 0.2 0.0 0.0001
H -3.049 5.927 -0.940 0.0 -0.1 0.0 0.0000
H -4.747 4.794 -2.751 0.0 0.0 0.0 0.0000
H -3.609 2.440 -3.490 0.0 0.2 0.1 0.0000
H 1.822 3.095 -3.150 0.0 0.0 -0.2 0.0000
H 2.228 4.150 -5.660 -0.1 -0.1 0.2 0.0000
H -0.169 3.966 -6.938 0.0 0.1 0.2 0.0000
H -1.912 2.897 -5.138 0.2 0.1 0.0 0.0000
H -2.133 -3.455 -0.385 0.0 -0.1 0.0 0.0001
H -4.877 -3.508 -0.351 0.2 0.2 0.0 0.0000
H -5.679 -1.946 -2.432 0.3 -0.3 -0.1 0.0000
H -3.419 -1.334 -3.821 -0.1 -0.1 0.2 0.0000
H -2.253 -4.030 -4.152 0.1 0.0 0.0 0.0000
H -0.772 -5.376 -6.009 0.0 0.0 0.2 0.0000
H 1.817 -4.650 -5.586 -0.1 0.0 0.1 0.0000
H 1.777 -2.895 -3.487 0.1 -0.1 0.0 0.0000
O 3.896 0.132 9.278 0.7 -1.3 -1.7 -0.0016
N 4.416 -0.642 8.449 0.9 -0.1 2.2 -0.0007
O 5.347 -1.424 8.739 -1.7 1.3 -0.7 -0.0025
C 3.932 -0.633 7.080 -0.4 0.3 -1.0 -0.0010
C 2.893 0.237 6.713 0.5 -0.5 -0.1 0.0312
C 2.476 0.281 5.378 0.4 -0.5 0.0 -0.0006
C 3.153 -0.496 4.352 -0.2 0.1 -1.0 0.0385
O 2.911 -0.353 3.088 0.8 -0.5 1.5 0.0415
C 4.136 -1.456 4.810 -0.8 0.9 0.7 -0.0035
C 4.533 -1.487 6.145 -0.1 0.0 -0.3 0.0329
N 4.664 -2.458 3.895 1.4 -1.8 -0.5 -0.0005
O 5.467 -3.286 4.399 -1.5 1.6 -1.0 -0.0004
O 4.315 -2.494 2.708 0.4 0.1 1.9 -0.0022
N 1.335 1.100 5.101 0.1 0.4 -0.3 0.1963
O 0.762 1.652 6.046 -0.1 -0.1 -0.4 0.3063
O 0.886 1.299 3.884 0.6 -0.6 1.1 -0.0705
H 2.419 0.877 7.449 0.1 -0.2 -0.1 0.0029
H 5.313 -2.173 6.462 -0.2 0.1 -0.1 0.0015



[2]
10
Properties=species:S:1:pos:R:3:forces:R:3:nbo_charge:R:1 method="wB97M-V/def2-TZVPD" homo_ev=-8.4 e_lumo_ha=-0.0281 gap_ev=7.6 e_above_lowest_ev=1.0834
C 2.697 0.205 1.700 0.2 0.0 0.4 -0.4870
C 2.115 0.839 2.710 -3.0 1.5 -1.8 -0.2269
C 0.398 0.667 0.505 0.1 -0.7 0.0 -0.6521
S 4.032 -0.558 2.605 -0.2 0.0 -0.3 0.2280
S 3.010 0.446 4.143 -0.1 0.1 0.1 0.2252
S 2.142 0.213 0.061 -0.2 0.2 -0.1 0.3314
S 0.290 1.846 1.858 2.9 -1.5 1.5 0.2060
S -0.600 -0.822 0.922 0.0 0.4 0.3 0.0017
H -0.012 1.126 -0.397 0.1 0.1 0.1 0.2577
H -0.704 -1.304 -0.317 0.1 -0.1 -0.2 0.1160



[3]
18
Properties=species:S:1:pos:R:3:forces:R:3:nbo_charge:R:1 method="wB97M-V/def2-TZVPD" homo_ev=-2.9 total_charge=-1 e_lumo_ha=0.1547 gap_ev=7.1 e_above_lowest_ev=0.9647
C 0.248 1.594 -1.513 0.3 0.0 -0.2 -0.0423
O -0.894 0.868 -1.850 -0.3 0.8 -0.5 -0.7982
C 0.586 1.716 -0.041 -0.4 0.3 1.6 -0.6489
H 0.166 2.612 -1.940 -0.3 -0.2 0.2 0.1378
H 1.134 1.193 -2.007 0.3 -0.4 -0.2 0.1254
H 1.504 2.288 0.161 -0.1 0.0 -0.4 0.1824
H 0.698 0.792 0.529 0.1 -0.4 -0.6 0.2344
H -0.209 2.191 0.561 0.0 0.2 -0.5 0.1934
C 0.933 -1.825 1.267 -1.2 0.3 -0.3 -0.4581
N -1.173 -1.293 -0.405 0.1 -0.4 1.0 -1.0779
C -1.246 -0.956 0.942 0.9 -1.1 -1.5 0.2675
N -0.286 -1.217 1.806 -1.3 1.2 -0.4 -0.6114
H 1.089 -2.792 1.711 0.2 -0.6 0.5 0.1642
H 1.744 -1.170 1.538 0.7 0.2 0.0 0.1685
H 0.876 -1.976 0.189 0.1 0.1 -0.1 0.2111
H -2.049 -1.633 -0.792 -0.3 0.6 0.3 0.3288
H -0.971 -0.038 -1.395 0.4 0.2 0.6 0.5040
H -2.149 -0.355 1.239 0.7 -0.7 0.5 0.1192



[4]
13
Properties=species:S:1:pos:R:3:forces:R:3:nbo_charge:R:1 method="wB97M-V/def2-TZVPD" homo_ev=-9.6 e_lumo_ha=0.0367 gap_ev=10.6 e_above_lowest_ev=1.5187
C 0.306 -2.365 0.557 0.4 -0.3 -0.2 -0.2485
O 0.956 -1.106 0.471 -0.4 -0.1 0.3 -0.7329
H -0.760 -2.286 0.386 -0.4 0.1 0.0 0.1608
H 0.709 -3.021 -0.216 0.1 0.1 0.0 0.1753
H 0.471 -2.840 1.524 0.0 -0.1 0.1 0.1602
N -0.692 1.485 0.857 -0.6 -0.2 0.3 -0.7453
C -0.807 1.463 -0.405 0.4 0.2 -0.2 0.3086
N 0.003 2.066 -1.328 0.2 0.3 0.1 -0.8190
H 0.438 -0.533 1.055 0.2 0.3 -0.3 0.4801
H 0.111 2.003 1.198 0.2 0.1 -0.2 0.3287
H -1.652 0.972 -0.872 -0.1 -0.3 0.1 0.1592
H 0.852 2.484 -0.975 0.0 -0.1 -0.1 0.3807
H 0.066 1.677 -2.251 -0.1 0.0 0.0 0.3920



[5]
15
Properties=species:S:1:pos:R:3:forces:R:3:nbo_charge:R:1 method="wB97M-V/def2-TZVPD" homo_ev=-9.7 e_lumo_ha=0.0339 gap_ev=10.7 e_above_lowest_ev=0.7856 smiles=N[C@]1(F)CCCO1
C 1.008 1.119 0.123 0.1 -0.1 0.0 -0.4342
C -0.414 0.823 -0.391 0.1 -0.1 0.2 -0.4929
C 1.382 -0.164 0.892 0.4 0.4 0.3 -0.0796
C -0.654 -0.575 0.163 -3.5 -2.5 -2.9 0.7730
N -1.700 -1.657 -0.880 2.7 2.3 2.8 -0.8525
O 0.528 -1.186 0.378 -0.2 -0.2 -0.1 -0.5105
F -1.412 -0.515 1.297 0.2 0.1 0.2 -0.3620
H 1.695 1.281 -0.706 0.0 0.1 0.0 0.2135
H 1.033 1.989 0.774 0.1 0.0 0.0 0.2200
H -1.163 1.509 -0.001 0.0 0.0 -0.1 0.2337
H -0.459 0.828 -1.478 0.0 -0.1 0.1 0.2283
H 2.411 -0.487 0.745 -0.1 0.0 0.0 0.2000
H 1.186 -0.046 1.965 0.1 0.0 -0.2 0.1803
H -2.379 -1.002 -1.256 0.1 0.1 -0.1 0.3399
H -1.061 -1.916 -1.624 0.0 0.1 -0.2 0.3429



[6]
76
Properties=species:S:1:pos:R:3:forces:R:3:mulliken_charge:R:1 method="wB97M-V/def2-TZVPD" homo_ev="-9.8 / -9.8" total_charge=+1 e_lumo_ha="-0.1776 / -0.1776" gap_ev="5.0 / 5.0"
Au 0.602 -0.349 0.791 -0.5 -0.5 0.0 0.8209
C -1.672 -4.995 0.440 0.2 0.8 0.0 -1.1103
Si -1.401 -3.218 1.090 -0.2 -0.2 0.3 0.0382
C -3.058 -2.290 1.144 0.7 -0.2 -0.1 -0.8899
C -0.692 -3.431 2.844 -0.2 0.3 -0.7 -1.1457
C -0.152 -2.337 -0.107 0.3 0.2 0.7 0.6489
Si -0.932 -1.696 -1.763 -0.2 0.3 -0.4 0.4794
C 0.416 -1.167 -3.011 -0.3 -0.2 0.5 -1.2448
C -1.908 -3.123 -2.578 0.4 0.4 0.5 -1.1658
C -2.120 -0.228 -1.484 0.4 -0.5 0.0 -1.0256
Si 1.483 -3.296 -0.350 0.4 -0.1 0.1 -0.5536
C 1.464 -4.484 -1.837 -0.1 0.5 0.5 -1.0635
C 2.276 -4.191 1.133 -0.6 0.3 -0.4 -1.3349
C 2.778 -1.925 -0.661 -0.1 -0.8 -0.3 0.8006
C 4.015 -2.190 -1.238 0.1 0.1 0.0 -0.8447
C 4.976 -1.198 -1.322 -0.2 0.1 0.1 -0.4499
C 4.670 0.063 -0.826 -0.1 -0.2 0.0 -0.9926
C 3.415 0.268 -0.286 0.3 0.5 0.0 0.0106
N 2.504 -0.699 -0.207 -1.0 0.2 0.1 -0.1890
H -2.396 -5.496 1.073 -0.1 -0.1 0.2 0.4126
H -0.756 -5.572 0.468 0.3 -0.2 0.0 0.2836
H -2.052 -5.020 -0.572 -0.1 0.0 -0.3 0.3123
H -3.698 -2.700 1.918 -0.1 -0.2 0.2 0.4332
H -3.596 -2.356 0.206 -0.1 -0.1 -0.3 0.2820
H -2.917 -1.240 1.372 0.1 0.2 0.0 0.2460
H -1.472 -3.785 3.511 -0.2 -0.1 0.1 0.4331
H -0.313 -2.504 3.259 0.1 0.2 0.1 0.4003
H 0.110 -4.160 2.873 0.1 -0.2 -0.1 0.3363
H 0.738 -1.999 -3.627 0.1 -0.2 -0.1 0.4240
H 1.298 -0.760 -2.530 0.2 0.1 0.1 0.3124
H 0.039 -0.404 -3.685 -0.2 0.1 -0.1 0.4533
H -1.316 -4.030 -2.656 0.1 -0.2 0.0 0.3376
H -2.204 -2.840 -3.584 0.0 0.2 -0.1 0.4454
H -2.812 -3.347 -2.023 -0.2 -0.1 0.1 0.3423
H -1.957 0.277 -0.539 0.0 0.1 0.2 0.1725
H -3.153 -0.554 -1.501 -0.2 -0.2 0.0 0.5560
H -2.006 0.515 -2.267 0.1 0.1 -0.2 0.3363
H 0.695 -5.238 -1.716 -0.2 -0.2 0.1 0.3855
H 2.412 -5.004 -1.926 0.2 -0.1 0.1 0.4572
H 1.277 -3.967 -2.771 0.0 0.1 -0.2 0.3325
H 1.720 -5.075 1.420 -0.2 -0.2 0.1 0.4147
H 2.358 -3.549 2.003 0.0 0.2 0.2 0.3777
H 3.280 -4.514 0.870 0.1 0.0 -0.2 0.4055
H 4.218 -3.181 -1.613 0.0 -0.1 0.0 0.3965
H 5.943 -1.395 -1.757 0.1 0.0 0.0 0.4598
H 5.389 0.865 -0.850 0.0 0.1 0.0 0.4423
H 3.126 1.236 0.098 0.0 0.1 0.0 0.4344
S -0.839 0.008 2.659 0.8 -1.4 -1.1 -0.3801
C -0.760 1.759 2.659 0.3 -0.5 1.5 0.4260
N -1.158 2.291 3.797 -0.3 -0.2 -0.9 -0.6420
N -1.342 3.565 3.993 -0.5 -0.5 0.8 -0.0007
C -0.956 4.665 3.227 0.4 1.2 -0.8 0.7184
C 0.314 4.715 2.647 0.0 0.4 0.5 -0.1908
C 0.705 5.834 1.940 0.0 -0.3 0.1 -0.6304
C -0.167 6.900 1.785 -0.3 0.1 0.0 -0.5664
C -1.429 6.854 2.360 0.4 0.2 -0.2 -0.5933
C -1.820 5.753 3.097 0.1 -0.7 0.1 -0.5609
N -0.512 2.446 1.567 -0.1 1.8 -3.1 -0.1520
N 0.009 1.962 0.504 -0.1 -1.9 3.7 -0.0193
C -0.247 2.563 -0.690 -0.3 1.5 -1.7 -0.3424
C -1.271 3.521 -0.828 0.3 -0.3 0.3 -0.0144
C -1.589 4.006 -2.075 0.0 0.1 -0.2 -0.7556
C -0.881 3.585 -3.196 0.0 0.0 0.1 -0.5328
C 0.161 2.677 -3.061 -0.1 0.1 -0.2 -0.7196
C 0.474 2.157 -1.824 -0.2 0.1 0.7 0.0504
H -1.892 3.745 4.831 0.4 -0.1 -0.2 0.2706
H 1.002 3.898 2.802 0.1 0.0 0.0 0.5010
H 1.698 5.877 1.518 0.1 0.0 0.0 0.4064
H 0.142 7.768 1.226 0.0 0.1 -0.1 0.4268
H -2.109 7.679 2.225 -0.1 0.1 0.1 0.4076
H -2.799 5.722 3.553 -0.1 0.0 0.0 0.4136
H -1.799 3.849 0.058 -0.1 -0.1 -0.1 0.4752
H -2.400 4.713 -2.187 0.0 0.0 0.0 0.4365
H -1.138 3.963 -4.174 0.0 0.0 -0.1 0.4111
H 0.715 2.367 -3.933 0.1 -0.1 -0.1 0.4719
H 1.277 1.448 -1.706 0.1 -0.2 0.0 0.2718